1.
53
Properties=species:S:1:pos:R:3:forces:R:3 method="wB97M-V/def2-TZVPD" lumo_energy_ev=0.6 spin_multiplicity=1 smiles="Cc1ccc(NCc2nnc(SCC(=O)N3CCCc4ccccc43)o2)c(C)c1" orbital_gap_ev=8.346 relative_energy_ev=1.373
C -4.18192 -3.49664 0.09263 -0.030 0.042 0.035
C -3.90403 -2.02937 -0.04370 0.003 -0.026 -0.013
C -3.06261 -1.53619 -1.02782 -0.076 0.000 0.087
C -2.80660 -0.18166 -1.13118 -0.129 0.170 0.000
C -3.38027 0.72421 -0.24304 -0.187 -0.419 -0.113
N -3.14056 2.09971 -0.35034 -0.444 0.391 0.094
C -1.82153 2.56285 -0.73922 0.070 -0.320 0.031
C -0.80845 2.03103 0.21422 0.254 0.474 0.275
N -0.29549 2.59379 1.25827 -0.902 0.897 -0.890
N 0.45522 1.66804 1.89497 0.850 -1.243 0.463
C 0.34889 0.57546 1.20420 -0.041 0.372 0.130
S 1.05388 -0.96539 1.52237 -0.112 -0.410 0.109
C 0.72671 -1.74629 -0.09957 -0.176 0.266 0.322
C 1.20336 -0.92864 -1.29766 -0.238 -0.424 0.039
O 0.44914 -0.76115 -2.23596 -0.186 -0.060 -0.145
N 2.43870 -0.37617 -1.26055 0.334 0.264 -0.217
C 2.73141 0.73283 -2.15449 -0.238 0.386 -0.267
C 2.73433 2.01356 -1.32496 0.119 -0.104 -0.058
C 3.80549 1.93859 -0.23328 -0.136 0.164 -0.043
C 4.09510 0.53864 0.23861 -0.048 -0.105 -0.027
C 5.08256 0.33407 1.19431 -0.059 -0.129 -0.048
C 5.42391 -0.93682 1.61405 0.067 0.040 0.092
C 4.79996 -2.03758 1.05033 -0.086 -0.068 0.015
C 3.81584 -1.85699 0.09974 0.071 0.081 -0.085
C 3.42987 -0.57401 -0.27802 0.446 -0.164 0.278
O -0.43742 0.73049 0.11898 0.106 0.126 0.151
C -4.24774 0.24125 0.75024 0.040 0.082 0.030
C -4.90040 1.17689 1.72873 0.090 -0.068 -0.110
C -4.49149 -1.11896 0.82666 0.145 -0.030 -0.166
H -3.65842 -4.06269 -0.67398 0.009 -0.089 -0.028
H -5.24965 -3.69204 -0.00048 -0.050 -0.107 -0.011
H -3.86255 -3.85709 1.07049 0.006 -0.102 0.027
H -2.59288 -2.21059 -1.72965 0.047 -0.083 -0.078
H -2.13899 0.15435 -1.90798 0.107 0.039 -0.067
H -3.48913 2.60797 0.45139 0.095 -0.023 -0.102
H -1.59112 2.21794 -1.74982 0.005 0.173 0.041
H -1.80655 3.65247 -0.71129 0.068 -0.130 -0.036
H 1.20007 -2.72399 -0.04671 -0.014 0.001 0.011
H -0.35238 -1.87513 -0.20961 0.197 -0.009 -0.097
H 1.96160 0.75646 -2.92706 0.182 -0.032 0.084
H 3.70865 0.56760 -2.61649 -0.057 -0.023 -0.025
H 1.74791 2.13933 -0.87478 -0.060 -0.011 -0.021
H 2.90974 2.87610 -1.96833 -0.025 0.037 0.004
H 3.50215 2.54764 0.62169 0.068 0.025 -0.024
H 4.74301 2.35871 -0.61036 -0.029 0.018 0.041
H 5.58813 1.19353 1.60987 0.062 0.106 0.051
H 6.18801 -1.07110 2.36406 0.084 -0.014 0.065
H 5.08594 -3.03624 1.34271 0.029 -0.097 0.031
H 3.35380 -2.71215 -0.36895 -0.035 -0.079 -0.074
H -5.52941 1.90350 1.21366 -0.060 0.116 0.030
H -5.52503 0.61806 2.42087 -0.037 0.025 0.047
H -4.15441 1.71882 2.31416 -0.009 0.083 0.059
H -5.15434 -1.48704 1.59804 -0.091 -0.013 0.108


2.
53
Properties=species:S:1:pos:R:3:forces:R:3 method="wB97M-V/def2-TZVPD" lumo_energy_ev=0.6 spin_multiplicity=1 smiles="CN(C)C(=O)Cn1c(SCC(=O)N2CCCc3ccccc32)nc2ccccc21" orbital_gap_ev=8.965 relative_energy_ev=0.109
C 2.38631 -2.36885 0.31756 -0.024 0.275 0.211
N 1.93080 -2.99202 -0.90137 -0.077 -0.239 0.185
C 1.18705 -4.21776 -0.70337 -0.165 -0.169 -0.167
C 1.98465 -2.46057 -2.13408 0.297 0.189 -0.070
O 1.55735 -3.03698 -3.11898 -0.060 -0.006 -0.356
C 2.64499 -1.07691 -2.29722 0.044 -0.369 -0.460
N 1.99429 -0.03338 -1.55240 0.016 0.241 0.275
C 0.70161 0.38637 -1.70207 -0.387 0.119 -0.290
S -0.36968 -0.22495 -2.95327 -0.109 -0.035 -0.028
C -1.29762 -1.46101 -1.95981 0.401 0.001 -0.171
C -1.39952 -1.00245 -0.51583 -0.037 -0.451 -0.235
O -0.63772 -1.50431 0.29603 0.106 -0.063 -0.011
N -2.32106 -0.06522 -0.20412 -0.269 -0.012 0.149
C -3.11910 0.66243 -1.17496 -0.101 0.335 -0.359
C -2.67971 2.12288 -1.18368 -0.132 0.018 -0.019
C -3.02179 2.74286 0.16290 0.020 -0.011 -0.237
C -2.71496 1.81048 1.30242 0.028 -0.020 -0.017
C -2.78125 2.30236 2.60012 0.018 -0.105 0.104
C -2.55932 1.49032 3.69498 -0.011 0.126 0.043
C -2.28632 0.14812 3.49791 -0.024 -0.046 -0.055
C -2.21719 -0.36289 2.21647 -0.015 -0.147 0.132
C -2.40539 0.46124 1.11020 0.083 0.131 0.446
N 0.35119 1.32223 -0.86978 -0.208 0.097 -0.110
C 1.45258 1.55825 -0.09691 0.693 -0.461 -0.129
C 1.63116 2.44751 0.95662 0.091 -0.055 -0.040
C 2.87768 2.49818 1.54006 -0.108 0.174 0.138
C 3.92984 1.69677 1.08968 0.118 -0.106 -0.043
C 3.76878 0.80035 0.05380 0.180 -0.097 -0.076
C 2.51139 0.72408 -0.52855 -0.199 0.557 0.404
H 3.25454 -1.74032 0.14471 0.032 -0.028 0.037
H 1.58683 -1.77528 0.76919 0.108 0.000 0.019
H 2.66882 -3.15502 1.01803 0.073 0.010 -0.029
H 0.85565 -4.58472 -1.67272 0.007 -0.016 0.123
H 0.32488 -4.01995 -0.06305 -0.005 -0.021 0.022
H 1.82328 -4.96864 -0.23171 -0.003 -0.009 0.018
H 2.59319 -0.85005 -3.36815 0.074 -0.135 0.242
H 3.69442 -1.12175 -1.99817 -0.087 0.057 -0.010
H -2.25326 -1.61122 -2.45626 -0.019 0.045 -0.013
H -0.72712 -2.38935 -1.98813 -0.160 0.049 0.134
H -4.17107 0.58442 -0.87410 0.050 -0.044 -0.091
H -3.00809 0.23702 -2.16786 -0.024 -0.051 0.120
H -1.60048 2.15245 -1.34082 -0.222 0.013 -0.069
H -3.17358 2.65843 -1.99460 -0.037 0.015 -0.033
H -4.09040 2.98414 0.20143 0.045 0.049 -0.002
H -2.47520 3.67785 0.29931 -0.043 0.032 0.028
H -3.01289 3.34853 2.74424 -0.026 0.112 0.000
H -2.60872 1.89864 4.69331 -0.006 0.040 0.087
H -2.13176 -0.50681 4.34216 0.017 -0.067 0.061
H -2.01199 -1.40994 2.07232 0.018 -0.008 -0.015
H 0.81481 3.06638 1.29143 -0.116 0.086 0.058
H 3.05512 3.17656 2.36097 0.007 0.061 0.070
H 4.89533 1.78266 1.56545 0.079 -0.003 0.033
H 4.59867 0.19885 -0.28935 0.068 -0.056 -0.004


3.
53
Properties=species:S:1:pos:R:3:forces:R:3 method="wB97M-V/def2-TZVPD" lumo_energy_ev=0.6 spin_multiplicity=1 smiles="O=C(CN1CCC(c2nc3ccccc3[nH]2)CC1)NCc1ccc2c(c1)OCO2" orbital_gap_ev=8.406 relative_energy_ev=1.356
O 3.29613 0.34930 2.33484 -0.014 0.086 0.285
C 3.29933 0.11195 1.14522 0.256 -0.399 -0.277
C 3.65871 -1.26939 0.58217 0.013 -0.187 0.260
N 2.58384 -2.00174 -0.05901 0.106 0.054 -0.031
C 1.36904 -2.05275 0.73181 -0.138 -0.272 0.125
C 0.45454 -3.14670 0.18912 -0.010 0.175 0.057
C 0.12197 -2.90165 -1.29225 0.149 -0.250 0.035
C -0.80030 -1.73810 -1.45899 -0.089 -0.197 -0.067
N -0.49054 -0.53464 -1.84480 0.451 -0.017 -0.156
C -1.66600 0.17672 -1.86365 -0.759 -0.339 0.094
C -1.90901 1.50729 -2.17919 0.016 -0.133 0.025
C -3.20926 1.95738 -2.08728 0.018 0.239 -0.026
C -4.25153 1.11670 -1.69468 -0.145 -0.030 0.063
C -4.03103 -0.20857 -1.37610 -0.085 -0.141 0.044
C -2.72793 -0.66470 -1.46338 0.158 0.634 -0.296
N -2.14196 -1.87968 -1.21900 -0.005 -0.131 0.116
C 1.42982 -2.72779 -2.06730 -0.097 0.281 -0.053
C 2.29636 -1.64139 -1.43375 0.054 -0.117 -0.252
N 3.01811 1.05255 0.21367 -0.104 0.324 -0.398
C 2.57029 2.37562 0.60532 0.009 -0.009 0.207
C 1.20807 2.35515 1.25898 -0.021 0.138 0.172
C 0.97280 3.08988 2.40942 0.129 -0.039 -0.245
C -0.26414 3.08327 3.04946 -0.428 -0.131 0.016
C -1.24444 2.29255 2.50386 0.229 -0.196 -0.435
C -1.01042 1.53783 1.35479 0.012 0.341 0.433
C 0.19590 1.56711 0.70275 -0.280 0.010 0.061
O -2.13634 0.81545 1.04969 0.513 0.036 -0.105
C -3.10463 1.19184 2.00179 -1.228 -0.372 -0.039
O -2.53263 2.08540 2.92979 0.383 0.256 0.267
H 4.48200 -1.16721 -0.12986 -0.004 -0.015 0.029
H 4.00729 -1.86793 1.43041 0.031 0.215 -0.046
H 1.64236 -2.27933 1.76492 -0.056 0.060 0.001
H 0.83022 -1.09117 0.72806 0.061 -0.004 0.082
H -0.45865 -3.18655 0.78630 -0.028 -0.050 0.031
H 0.96660 -4.10665 0.27258 -0.019 -0.037 0.037
H -0.40536 -3.78459 -1.67815 0.050 0.092 0.028
H -1.10444 2.16077 -2.47770 0.102 0.067 -0.038
H -3.43183 2.98837 -2.32112 -0.012 0.072 -0.025
H -5.25417 1.51501 -1.63656 -0.075 0.018 -0.005
H -4.83739 -0.85687 -1.06577 -0.108 -0.034 0.014
H -2.60525 -2.71314 -0.89859 0.084 0.034 -0.043
H 1.21600 -2.45923 -3.10226 0.003 -0.037 -0.046
H 1.97376 -3.67349 -2.05094 0.017 -0.010 -0.020
H 3.24143 -1.57098 -1.97962 -0.009 0.024 0.011
H 1.74674 -0.69284 -1.52825 0.210 -0.078 -0.006
H 2.93007 0.78477 -0.75214 0.078 -0.061 0.091
H 3.29698 2.78121 1.31504 -0.086 0.067 -0.128
H 2.55647 3.00487 -0.28827 0.082 -0.050 0.054
H 1.77078 3.68221 2.82918 0.137 0.038 0.060
H -0.44320 3.65955 3.94128 -0.020 0.076 0.136
H 0.34583 0.99875 -0.20040 0.067 -0.128 -0.097
H -3.46948 0.29610 2.52901 0.152 0.177 -0.087
H -3.95154 1.67949 1.48954 0.252 -0.052 0.086


4.
56
Properties=species:S:1:pos:R:3:forces:R:3 method="wB97M-V/def2-TZVPD" lumo_energy_ev=-0.1 spin_multiplicity=1 smiles="COC(=O)c1ccc(NC(=O)C(=O)N2CCN(C(=S)Nc3cccc(OC)c3)CC2)cc1" orbital_gap_ev=8.206 relative_energy_ev=20.329
C -8.58943 -1.13793 -1.38858 1.131 -2.028 -10.577
O -7.26305 -1.28386 -1.19714 2.952 3.995 3.851
C -6.90869 -0.01680 -0.51482 0.918 0.074 -1.369
O -7.64367 0.92493 -0.33237 0.087 -1.884 -0.214
C -5.45880 0.04472 -0.26343 -2.985 -6.005 -1.938
C -4.72546 -1.11160 -0.32379 9.320 5.970 3.062
C -3.31544 -1.18537 0.16999 -2.902 4.142 -0.158
C -2.83799 0.22673 0.70096 2.810 -9.669 -1.341
N -1.52952 0.05459 1.22876 1.471 0.909 0.141
C -0.48218 -1.03944 1.22029 -1.644 12.546 1.094
O -0.69847 -2.10328 0.96214 -0.397 -8.291 -1.664
C 0.89064 -0.12545 1.60420 -5.162 -0.523 1.953
O 0.73519 1.00954 2.07196 1.134 -1.350 -1.569
N 1.85770 -0.96455 1.67872 4.528 5.329 2.860
C 1.95517 -2.28713 1.73051 9.666 0.606 -0.748
C 2.84616 -2.60277 0.48703 1.676 -1.168 -7.808
N 3.80953 -1.37410 -0.14109 -7.639 -4.179 17.898
C 4.38872 -1.26266 -1.14104 4.768 1.017 -11.580
S 4.31598 -2.59734 -2.33548 0.600 2.264 1.157
N 4.87407 0.13141 -1.34467 -1.178 -6.501 3.509
C 4.00639 1.08227 -0.85775 3.165 2.511 -2.193
C 4.77517 2.25840 -0.55500 -10.303 3.928 0.883
C 4.00406 3.51502 -0.32580 0.452 -4.695 0.438
C 2.57655 3.34200 -0.39671 5.126 6.402 3.176
C 1.98047 2.23992 -0.62416 -1.830 -6.165 -2.712
O 0.64562 2.25400 -0.70180 3.836 -8.345 -2.880
C -0.19056 3.14437 -0.55386 -5.763 6.109 8.132
C 2.67852 0.94869 -1.00652 -1.760 6.073 2.338
C 4.18869 -0.86022 1.23809 7.743 -1.293 -1.602
C 3.22246 -0.36861 2.11743 -5.259 7.250 -1.849
C -3.65013 1.28851 0.67073 5.132 -2.009 1.025
C -4.83841 1.00655 0.25266 -4.624 12.890 2.165
H -9.15764 -0.99914 -0.62769 -3.578 0.963 5.016
H -8.66592 -0.25945 -2.23358 -0.772 -2.015 2.086
H -8.74149 -2.15098 -1.94224 -1.044 1.750 0.893
H -5.07549 -1.94120 -0.40972 -4.595 -9.543 -2.023
H -2.64435 -2.10444 0.22884 -1.488 1.578 -0.173
H -1.03398 0.91136 1.50378 -0.472 -0.360 -0.043
H 2.57959 -2.66043 2.51668 -0.565 -0.195 1.267
H 1.29128 -2.80397 1.38467 -8.468 -5.639 -2.041
H 2.29303 -2.68860 -0.61469 0.261 -0.091 3.077
H 3.48116 -3.55515 0.36756 -0.719 1.481 0.965
H 5.35944 -0.08379 -2.11658 2.220 1.512 -4.150
H 5.72139 2.29336 -0.60540 6.939 -0.296 -0.127
H 4.35591 4.39159 0.24132 0.303 -0.368 -1.036
H 2.13964 4.17249 0.17551 -0.888 -0.322 -1.011
H -1.24019 2.82924 -0.30539 0.704 -0.280 -1.768
H -0.11410 3.43394 0.69288 0.019 0.198 -2.033
H -0.12276 4.14768 -0.90046 0.316 0.582 -1.449
H 2.14464 0.11523 -1.28033 -1.003 -1.710 -0.727
H 5.21337 -0.24856 1.05523 -2.714 -0.593 0.729
H 4.62452 -1.63638 1.97887 0.018 -0.538 -2.392
H 3.46457 -0.43178 3.19179 -0.476 0.035 -0.594
H 3.03555 0.87432 1.66991 0.445 -3.400 2.270
H -3.11036 2.07681 1.04276 -0.264 2.992 0.856
H -5.44537 2.16738 0.46710 0.750 -3.654 -1.068